Entry from OMol25: 11 unconnected molecules or ions with the total composition C25H70F6O20PS10 (ωB97M-V with the def2-TZVPD basis set).

The geometry in ORCA input format:
```
! wB97M-V def2-TZVPD RIJCOSX def2/J DEFGRID3
* xyz -1 1
H -24.23 7.78 -20.44
S -25.43 1.26 -20.84
O -28.96 6.54 -18.65
H -20.92 3.70 -14.10
O -26.97 10.14 -15.90
H -28.87 8.73 -21.76
O -28.19 5.92 -21.94
O -26.39 7.66 -21.71
H -21.88 2.42 -11.37
H -24.92 5.92 -14.86
H -25.12 3.22 -19.47
H -22.40 8.65 -12.28
H -26.75 4.96 -18.68
C -24.06 2.97 -22.22
S -27.52 7.00 -22.63
H -18.47 3.13 -16.57
P -22.49 5.29 -18.13
F -22.15 4.18 -19.29
F -24.10 5.03 -18.22
H -21.69 9.14 -14.49
H -24.63 3.60 -21.54
O -19.68 11.91 -18.78
H -17.76 4.95 -20.68
H -23.01 3.24 -22.22
C -18.62 8.33 -15.95
H -24.41 11.71 -14.66
H -27.44 4.13 -20.20
C -25.73 6.29 -15.50
O -28.14 2.14 -15.58
S -18.91 8.91 -14.25
H -18.76 5.88 -19.55
C -28.64 8.47 -22.79
H -30.74 4.62 -17.35
O -24.08 4.77 -12.87
O -21.98 11.37 -17.84
H -18.27 7.30 -15.87
S -26.00 10.05 -14.85
H -20.10 10.55 -15.56
H -21.74 9.43 -19.76
C -26.20 7.16 -20.35
C -24.84 2.18 -19.42
C -22.52 -1.02 -18.53
C -29.69 4.35 -17.30
H -24.45 7.87 -16.39
H -29.48 8.15 -23.39
H -19.11 4.65 -16.85
H -27.78 2.22 -12.56
C -22.82 2.67 -11.85
H -19.34 4.25 -20.14
C -25.54 2.89 -15.59
H -21.64 7.44 -14.97
H -22.01 4.77 -14.87
C -18.49 4.88 -19.88
S -20.56 11.14 -17.91
H -19.78 3.26 -17.80
O -16.56 4.82 -17.94
H -26.52 1.30 -13.24
O -20.07 7.91 -13.75
C -22.36 7.83 -12.99
F -22.78 6.42 -16.99
H -20.48 7.61 -20.93
C -18.90 3.73 -17.38
F -22.61 6.40 -19.28
C -25.06 7.92 -19.73
H -24.90 4.24 -23.80
O -26.59 2.01 -21.20
C -20.70 9.19 -19.53
H -22.06 6.90 -12.49
H -18.71 11.11 -16.48
C -21.42 8.13 -14.14
H -23.76 2.04 -19.47
H -25.50 5.69 -16.38
O -24.28 1.56 -21.92
H -20.33 0.96 -16.37
H -29.45 3.29 -17.39
H -21.83 1.77 -17.01
H -24.66 7.54 -18.80
H -23.07 1.88 -12.57
H -25.22 1.80 -18.47
C -21.30 0.83 -16.85
H -27.47 3.33 -18.69
H -25.45 2.61 -23.87
H -20.87 7.09 -19.25
H -26.06 2.91 -12.63
O -19.40 10.26 -14.36
H -25.87 6.13 -20.44
H -21.92 0.24 -16.17
H -24.57 11.26 -16.37
C -24.56 3.21 -23.65
H -29.18 4.78 -16.45
O -26.95 6.72 -23.92
H -22.50 3.07 -14.83
C -25.41 7.72 -15.89
O -17.77 8.62 -13.44
H -20.02 12.29 -15.93
O -26.35 10.48 -13.52
H -23.72 2.66 -11.24
H -24.79 3.32 -14.92
H -23.64 10.23 -15.16
S -21.17 0.16 -18.55
S -27.17 3.00 -14.81
O -25.47 8.53 -14.71
C -24.49 10.88 -15.36
H -20.06 9.75 -20.22
H -23.36 7.68 -13.39
H -25.25 1.88 -15.88
F -20.92 5.59 -18.00
H -28.08 9.20 -23.36
C -19.76 11.30 -16.28
H -26.21 7.97 -16.60
O -20.33 9.55 -18.20
S -22.67 4.27 -12.66
H -22.17 -1.94 -18.08
O -19.86 -0.53 -18.78
S -17.57 3.92 -18.61
H -25.23 8.99 -19.64
O -25.45 -0.15 -20.56
H -25.47 3.54 -16.47
H -22.81 -1.24 -19.56
H -23.37 -0.59 -18.00
F -22.37 4.09 -17.04
H -19.53 8.41 -16.53
H -19.21 7.59 -19.70
H -27.14 7.31 -19.81
S -29.15 5.08 -18.91
H -23.80 2.97 -24.39
C -26.84 2.34 -13.11
C -20.27 7.75 -19.88
C -21.99 3.85 -14.28
H -17.83 8.93 -16.38
C -27.51 4.33 -19.13
H -26.68 6.04 -15.04
*
```

M ... 1156.45 g/mol
LUMO ... 1.489 eV
E_HOMO ... -6.751 eV
ΔE to the lowest compared entry with this formula, charge and spin ... 31.8 kcal per mole